(1)
Computed, not measured: a structure of composition C12H27N9OSV in a non-equilibrium geometry, with wB97M-V/def2-TZVPD.

Cartesian coordinates (Å):
V 0.0853 -0.1447 -0.6266
C 1.2615 -2.2929 -2.4450
C 0.3610 -1.5192 -3.4083
N -0.5142 -0.5027 -2.6814
C -1.9618 -0.8570 -2.7088
C -2.6630 -0.8051 -1.3264
N -1.7509 -1.2129 -0.2112
C -1.5059 -2.6588 -0.0938
C -0.2487 -3.1727 -0.7915
N 0.7569 -2.1423 -1.0305
H 2.2990 -1.9560 -2.4633
H 1.2953 -3.3477 -2.7351
H -0.2606 -2.1801 -3.9996
H 0.9490 -0.9638 -4.1240
H -0.4040 0.3572 -3.2216
H -2.1627 -1.8206 -3.1693
H -2.4901 -0.1629 -3.3735
H -3.5651 -1.4413 -1.3222
H -2.9421 0.2500 -1.1408
H -2.1207 -0.8365 0.6609
H -2.3703 -3.1590 -0.5252
H -1.4999 -2.9468 0.9619
H -0.5878 -3.5969 -1.7635
H 0.1403 -4.0377 -0.2170
H 1.5678 -2.2936 -0.4240
N 3.4543 -0.6330 0.3504
N 3.5515 0.7614 0.6761
C 2.8256 1.6554 -0.0091
N 2.7128 2.9104 0.4411
S 1.9429 1.1464 -1.4183
H 4.1503 -1.2075 0.8847
H 3.6723 -0.7601 -0.6540
H 4.1927 1.0878 1.4008
H 3.2888 3.2158 1.2263
H 2.1746 3.6085 -0.0717
C -2.2686 4.0751 2.2722
N -1.5715 2.7834 2.3290
C -0.9854 2.3921 3.4924
C -0.3037 1.2133 3.5864
C 0.0479 0.6122 2.3228
N -0.4416 1.0094 1.1278
C -1.4120 2.0293 1.1575
O -2.1379 2.2567 0.1644
N 0.9848 -0.3769 2.3929
H -1.5880 4.8624 1.9603
H -2.7021 4.3197 3.2380
H -3.0834 3.9757 1.5439
H -1.1892 3.0389 4.3494
H 0.1355 0.7906 4.5203
H 1.3292 -0.6608 3.2987
H 1.5519 -0.6620 1.5974

Computed properties:
Multiplicity: 4
Kohn-Sham gap (spin up / spin down) in eV: 8.3 / 9.4
Total charge: +2
LUMO level (spin up / spin down) in eV: -5.255 / -5.307

(2)
Computed, not measured: a structure of composition C4H11NO in a non-equilibrium geometry, with wB97M-V/def2-TZVPD.

Cartesian coordinates (Å):
C -0.7067 -0.2992 0.0176
C 0.0582 0.5985 -0.9827
C -0.2282 2.0243 -0.4427
C 0.6385 2.6612 0.3999
N -0.8935 -1.7670 -0.1789
H -0.5536 0.0740 1.0675
H -1.7053 0.0978 -0.1826
H 1.1441 0.4672 -1.1685
H -0.4692 0.5242 -1.9607
H -1.1403 2.4963 -0.7646
H 1.4808 2.0228 0.6504
H 0.5916 3.5937 0.9505
H -0.7507 -2.1208 -1.1827
H 0.1236 -1.1954 0.0841
H 0.6284 -3.3836 1.8880
H 0.5576 -2.8250 0.5736
O 1.2247 -2.9688 1.2317

Computed properties:
Kohn-Sham gap in eV: 10.6
Total charge: 0
LUMO level in eV: 0.953

(3)
Computed, not measured: a structure of composition C31H47BrO2P2Ti in a non-equilibrium geometry, with wB97M-V/def2-TZVPD.

Cartesian coordinates (Å):
Ti 0.3218 0.1110 1.2522
C -0.1129 1.9074 2.5359
C -1.1818 0.9280 2.6471
C 0.7055 0.0694 3.7218
C 1.0511 1.3638 3.1996
C -0.6477 -0.2243 3.3456
C -0.2236 3.3204 2.0714
H -1.1858 3.5146 1.5850
H 0.5833 3.5765 1.3707
H -0.1453 4.0201 2.9189
C 2.2814 2.1317 3.5351
H 2.3875 3.0134 2.8875
H 3.1811 1.5140 3.4150
H 2.2602 2.4824 4.5794
C 1.4946 -0.7119 4.7055
H 1.4189 -0.2748 5.7151
H 2.5582 -0.7491 4.4353
H 1.1348 -1.7469 4.7575
C -1.4265 -1.3928 3.8489
H -1.6343 -1.3082 4.9295
H -0.8708 -2.3285 3.6967
H -2.3962 -1.4775 3.3455
C -2.6321 1.1551 2.3947
H -3.1777 1.3464 3.3349
H -3.0931 0.2696 1.9362
H -2.7964 2.0204 1.7446
C -1.2606 1.2502 -4.4991
C -2.2340 2.1048 -4.1257
C -3.6788 1.9660 -4.4914
C -4.2472 0.5129 -4.5094
C -3.6857 -0.4398 -3.4910
C -2.6743 -1.2950 -3.7448
C -1.7685 -1.2441 -4.9424
C -1.4822 0.1720 -5.5121
H -3.8664 2.3890 -5.4936
H -4.1214 0.1018 -5.5200
H -4.2630 2.5741 -3.7808
H -2.3065 0.4624 -6.1764
H -0.2203 1.4393 -4.2061
H -1.9760 3.0699 -3.6710
H -0.5740 0.0929 -6.1285
H -0.8202 -1.7186 -4.6473
H -2.5296 -2.1663 -3.0918
H -2.1762 -1.8366 -5.7757
H -5.3282 0.6106 -4.3233
H -4.2460 -0.5161 -2.5463
P -0.2712 1.1059 -0.8842
P -0.7354 -1.9193 0.1991
C -0.3548 -0.2975 -2.0738
C -0.1713 -1.7226 -1.5500
H 0.3442 -0.1159 -2.8987
H -1.3630 -0.1670 -2.4856
H -0.7010 -2.4547 -2.1752
H 0.8919 -2.0047 -1.5815
C -0.0138 -3.4796 0.7402
H -0.2737 -3.6496 1.7934
H 1.0839 -3.4450 0.6764
H -0.3997 -4.2983 0.1256
C -2.5249 -2.1788 0.2751
H -2.8418 -2.9609 -0.4280
H -3.0731 -1.2486 0.0641
H -2.7719 -2.4950 1.3017
C 1.0120 2.1982 -1.5518
H 0.9303 3.1780 -1.0575
H 0.9115 2.3110 -2.6402
H 1.9854 1.7606 -1.2892
C -1.8450 2.0204 -0.9478
H -2.6480 1.5111 -0.3938
H -2.1673 2.1222 -1.9877
H -1.6995 3.0289 -0.5258
Br 3.0844 -3.2716 2.7811
C 4.5241 -2.1214 2.3018
C 5.7824 -2.5181 2.7712
C 6.9314 -1.7718 2.4820
C 6.8179 -0.5799 1.7502
C 5.5667 -0.1623 1.3105
C 4.4113 -0.9282 1.5436
C 3.1273 -0.3841 1.0112
O 3.1122 0.5323 0.1643
O 2.0206 -0.8946 1.4871
H 5.8680 -3.4339 3.3468
H 7.9048 -2.1332 2.8197
H 7.7034 0.0212 1.5162
H 5.4466 0.7873 0.7757

Computed properties:
Multiplicity: 2
Kohn-Sham gap (spin up / spin down) in eV: 7.8 / 8.2
Total charge: +1
LUMO level (spin up / spin down) in eV: -2.904 / -2.758

(4)
Computed, not measured: a structure of composition C9H31O3P3Tc in a non-equilibrium geometry, with wB97M-V/def2-TZVPD.

Cartesian coordinates (Å):
Tc -0.6885 0.1056 -0.3382
H -2.2654 -0.6373 -0.9900
H -2.3098 0.2605 -1.2184
P -0.0478 -2.0522 -0.5418
P 0.0354 2.2293 -0.4920
C 0.4340 3.1150 1.0650
H 0.7455 4.1351 0.7965
H -0.4392 3.1467 1.7308
H 1.2440 2.5973 1.5943
C 1.5279 2.5734 -1.4879
H 1.3954 2.1019 -2.4688
H 1.6888 3.6529 -1.6087
H 2.3945 2.1245 -0.9855
C -1.2313 3.3419 -1.1999
H -2.1512 3.2484 -0.6106
H -0.8887 4.3829 -1.1841
H -1.4311 3.0255 -2.2292
C 1.5615 -2.4187 -1.3316
H 1.7146 -3.5001 -1.4474
H 1.5929 -1.9322 -2.3150
H 2.3478 -1.9984 -0.6903
C 0.0396 -3.0581 0.9833
H -0.8129 -2.7952 1.6240
H 0.0011 -4.1275 0.7317
H 0.9652 -2.8365 1.5290
C -1.2256 -3.0370 -1.5435
H -1.1926 -2.6977 -2.5853
H -0.9861 -4.1068 -1.4984
H -2.2355 -2.8769 -1.1473
H -0.4094 0.3043 -1.8892
H 0.8339 -0.1596 0.1995
C 1.1647 -1.1433 4.2570
O 0.2496 -0.8047 3.1993
P -0.5961 0.6314 3.2050
O -1.2343 0.6282 4.6906
C -2.1275 -0.4179 5.1201
O -1.9220 0.0976 2.3057
C -3.0984 0.9359 2.3217
H 2.1187 -1.4302 3.7992
H 0.7733 -1.9956 4.8390
H 1.3325 -0.2941 4.9369
H -2.3464 -1.1412 4.3234
H -1.6466 -0.9245 5.9581
H -3.0544 0.0641 5.4422
H -3.5683 0.8278 1.3331
H -2.8683 2.0007 2.4778
H -3.7936 0.5900 3.1064

Computed properties:
Multiplicity: 4
Kohn-Sham gap (spin up / spin down) in eV: 7.9 / 5.5
Total charge: +2
LUMO level (spin up / spin down) in eV: -7.581 / -9.928